A molecular structure, C3H8O3RbS at a distorted geometry. Source: the Open Molecules 2025 dataset; level of theory: ωB97M-V/def2-TZVPD.

Output
E_HOMO (alpha / beta) (eV): -20.232 / -19.991
2S+1: 2
Total charge: +2

Each line ends with the natural charge from an NBO analysis.
Element x y z (Å)
1 S -0.856059 -0.129262 0.788224  2.290
2 C -2.215609 -1.185172 0.166134  -0.824
3 C 2.439151 -0.077972 -0.812046  -0.566
4 H 1.079601 1.435808 -0.280996  0.230
5 H 2.522861 -1.084872 -1.220996  0.266
6 O -0.263369 -0.686532 1.975674  -0.775
7 H -3.104519 -0.832132 0.688914  0.286
8 Rb -1.605869 3.266668 2.742514  0.998
9 H 0.533401 0.904168 -1.871306  0.297
10 O 0.074571 -0.381092 -0.523766  -0.348
11 C 0.977141 0.568988 -0.933836  -0.082
12 O -1.280979 1.232258 0.793404  -0.912
13 H -2.209249 -1.135072 -0.922696  0.281
14 H 3.110471 0.647628 -1.271326  0.295
15 H -2.020119 -2.201922 0.506884  0.294
16 H 2.818571 -0.341492 0.175224  0.270

Cartesian forces (eV/Å) of the 3 atoms listed first:
-3.20 -2.55 2.70
0.95 0.14 0.63
0.85 -1.67 -0.61